{
  "formula": "C8H13N5O8P",
  "method": "wB97M-V/def2-TZVPD",
  "largest_force_ev_per_a": 1.5,
  "total_energy_ha": -1529.4861,
  "total_charge": -1,
  "e_lumo_ev": 0.97,
  "species": ["C", "C", "O", "N", "C", "C", "O", "C", "N", "C", "N", "C", "O", "O", "P", "O", "N", "N", "H", "H", "H", "H", "H", "H", "H", "H", "H", "H", "H", "H", "H", "C", "O", "O", "O"],
  "coordinates": [[-3.89, -0.87, 0.83], [-2.70, 0.02, 0.95], [-2.67, 0.98, 1.67], [-1.51, -0.39, 0.18], [-1.67, 0.35, -1.15], [-2.08, -0.54, -2.22], [-1.47, 1.52, -1.18], [-0.37, -0.08, 0.83], [0.70, 0.56, 0.35], [1.55, 0.68, 1.34], [2.77, 1.31, 1.25], [3.11, 1.88, -0.07], [3.59, 0.96, -0.98], [4.90, 0.54, -0.59], [3.82, 1.55, 2.53], [5.23, 1.22, 2.29], [1.07, 0.11, 2.48], [-0.16, -0.40, 2.13], [-4.59, -0.48, 0.10], [-3.63, -1.89, 0.56], [-4.38, -0.87, 1.79], [-1.27, -1.18, -2.59], [-2.89, -1.18, -1.87], [-2.40, 0.05, -3.06], [2.20, 2.26, -0.51], [3.81, 2.70, 0.09], [4.75, -0.07, 0.14], [3.26, 0.81, 3.59], [3.67, 2.90, 2.88], [1.47, 0.02, 3.39], [-0.76, -0.88, 2.77], [-2.36, -2.92, -4.51], [-2.29, -3.71, -5.48], [-1.68, -1.81, -4.46], [-3.12, -3.15, -3.47]],
  "mulliken_charge": [-1.531, 0.760, -0.542, 0.175, 0.686, -1.230, -0.567, 0.307, -0.306, 0.558, 0.093, -0.563, -0.209, -0.310, 0.239, -0.566, -0.151, -0.116, 0.313, 0.393, 0.445, 0.314, 0.332, 0.385, 0.471, 0.356, 0.325, 0.036, 0.096, 0.152, 0.226, 0.670, -0.763, -0.736, -0.745]
}